Below is C38H43ClLaN2O2Si as an isolated structure at a distorted geometry, with properties calculated with wB97M-V/def2-TZVPD.

Computed properties:
Net charge: -1
Highest occupied orbital energy: -0.4 eV
HOMO-LUMO gap: 2.923 eV

XYZ file:
```
88
Properties=species:S:1:pos:R:3:lowdin_charge:R:1
La -0.36 -1.17 -0.31 1.28
Cl -1.03 -3.31 0.63 -0.09
N 2.04 -1.86 -0.02 0.00
N -2.72 -0.32 0.01 0.02
C 2.69 -2.04 -1.16 -0.36
C -3.44 -0.60 -1.06 -0.33
C 2.98 -2.14 1.08 -0.56
C 4.34 -2.13 0.37 -0.05
C 2.71 -3.53 1.65 -0.04
C 2.87 -1.08 2.16 -0.04
H 2.92 -4.30 0.90 0.09
H 1.65 -3.62 1.96 0.06
H 3.37 -3.69 2.51 0.08
H 3.00 -0.08 1.74 0.07
H 3.66 -1.27 2.91 0.09
H 1.89 -1.13 2.66 0.07
C -3.62 -0.07 1.14 -0.56
C -5.00 -0.31 0.54 -0.06
C -3.44 1.36 1.62 -0.02
C -3.35 -1.03 2.29 -0.05
H -3.34 -2.07 1.93 0.06
H -4.14 -0.90 3.04 0.09
H -2.37 -0.84 2.76 0.07
H -3.58 2.06 0.78 0.08
H -2.44 1.51 2.04 0.07
H -4.20 1.57 2.39 0.09
O -4.76 -0.65 -0.86 0.02
H -5.64 0.59 0.54 0.13
H -5.54 -1.15 0.98 0.13
O 4.00 -2.24 -1.07 0.02
H 4.99 -2.98 0.60 0.13
H 4.88 -1.19 0.50 0.12
C 2.03 -1.97 -2.52 -0.05
C -2.89 -0.89 -2.43 -0.05
C -1.80 -1.95 -2.49 -0.31
H -2.43 0.06 -2.78 0.13
H -3.73 -1.15 -3.09 0.12
C -0.48 -1.66 -2.37 -0.43
C 0.58 -2.46 -2.53 -0.31
H 0.08 0.93 -0.51 -0.16
C 0.31 -3.87 -2.60 -0.22
C -1.05 -4.25 -2.60 -0.06
C 1.43 -4.87 -2.65 -0.04
C -2.13 -3.35 -2.56 -0.24
H -1.28 -5.33 -2.62 0.11
C -3.57 -3.79 -2.55 -0.04
H -3.61 -4.87 -2.74 0.07
H -4.15 -3.26 -3.31 0.07
H -4.01 -3.57 -1.57 0.08
H 2.18 -4.59 -3.39 0.07
H 1.03 -5.85 -2.90 0.07
H 1.93 -4.92 -1.67 0.08
H 2.65 -2.53 -3.23 0.12
H 2.01 -0.90 -2.81 0.13
C 4.93 2.90 -0.94 -0.11
C 4.40 1.62 -1.05 -0.11
C 3.13 1.32 -0.56 -0.11
C 2.32 2.34 0.02 -0.25
C 2.86 3.62 0.11 -0.11
C 4.14 3.92 -0.34 -0.09
Si 0.59 1.90 0.52 0.52
C 0.37 2.40 2.30 -0.29
C 0.07 1.44 3.30 -0.12
C -0.05 1.83 4.64 -0.11
C 0.13 3.17 5.02 -0.12
C 0.43 4.12 4.04 -0.11
C 0.53 3.75 2.70 -0.12
C -0.59 2.88 -0.55 -0.30
C -1.49 3.81 0.01 -0.12
C -2.33 4.55 -0.83 -0.12
C -2.30 4.35 -2.21 -0.13
C -1.41 3.43 -2.77 -0.11
C -0.55 2.70 -1.94 -0.12
H 5.91 3.13 -1.31 0.08
H 4.99 0.81 -1.52 0.10
H 2.73 0.31 -0.62 0.06
H 2.24 4.44 0.56 0.10
H 4.54 4.92 -0.24 0.09
H -0.05 0.39 3.01 0.04
H -0.29 1.08 5.39 0.09
H 0.04 3.46 6.05 0.09
H 0.58 5.17 4.31 0.09
H 0.74 4.52 1.94 0.09
H -1.52 3.96 1.09 0.09
H -3.01 5.27 -0.39 0.09
H -2.97 4.92 -2.86 0.09
H -1.38 3.28 -3.84 0.09
H 0.14 1.97 -2.37 0.08
```

=====

Below is a 6-piece molecular cluster, C27H33FO12P overall at a distorted geometry, with properties calculated with wB97M-V/def2-TZVPD.

Computed properties:
Net charge: -1
Highest occupied orbital energy: -3.5 eV
HOMO-LUMO gap: 5.327 eV

XYZ file:
```
74
Properties=species:S:1:pos:R:3:lowdin_charge:R:1
F -1.74 2.62 -2.04 -1.00
C 4.51 -3.30 -1.78 -0.03
C 3.51 -2.96 -2.68 -0.01
C 3.21 -3.80 -3.72 -0.32
C 4.04 -5.00 -3.86 0.01
C 4.96 -5.30 -2.87 -0.05
C 5.25 -4.41 -1.87 -0.39
O 6.22 -4.68 -0.98 0.06
O 2.35 -3.48 -4.70 0.05
H 4.80 -2.75 -0.90 0.13
H 2.78 -2.18 -2.57 0.12
H 3.90 -5.86 -4.49 0.10
H 5.51 -6.22 -2.98 0.11
H 6.66 -5.51 -1.21 0.10
H 1.67 -2.85 -4.45 0.11
C -4.93 4.35 4.30 -0.02
C -6.11 4.57 5.09 0.03
C -6.23 5.87 5.68 -0.37
C -5.29 6.84 5.40 -0.02
C -4.09 6.56 4.69 0.00
C -4.00 5.33 4.06 -0.32
O -2.95 5.34 3.12 0.02
O -7.35 6.15 6.37 0.02
H -4.81 3.51 3.62 0.11
H -6.85 3.79 5.23 0.10
H -5.40 7.80 5.89 0.11
H -3.32 7.32 4.65 0.11
H -3.21 4.80 2.37 0.10
H -8.00 6.72 5.96 0.11
C -4.52 -4.95 -1.63 -0.02
C -5.25 -5.81 -0.74 0.02
C -6.55 -5.47 -0.28 -0.36
C -7.12 -4.30 -0.79 -0.03
C -6.36 -3.43 -1.57 -0.01
C -5.04 -3.74 -1.89 -0.32
O -4.21 -2.83 -2.60 0.01
O -7.25 -6.25 0.54 0.07
H -3.47 -5.09 -1.86 0.12
H -4.94 -6.75 -0.30 0.10
H -8.11 -3.97 -0.50 0.11
H -6.73 -2.46 -1.88 0.12
H -4.25 -1.96 -2.19 0.10
H -8.10 -5.80 0.53 0.10
C 3.21 4.46 -6.37 -0.03
C 3.41 4.95 -7.65 -0.03
C 3.37 6.34 -7.90 -0.34
C 3.35 7.27 -6.87 -0.03
C 3.30 6.75 -5.60 0.00
C 3.11 5.36 -5.34 -0.34
O 2.93 4.93 -4.08 0.04
O 3.45 6.89 -9.13 0.04
H 2.99 3.40 -6.32 0.12
H 3.39 4.28 -8.50 0.11
H 3.46 8.32 -7.09 0.12
H 3.34 7.49 -4.82 0.11
H 2.04 4.63 -3.86 0.12
H 3.18 6.30 -9.83 0.10
C 1.35 -2.02 3.74 -0.04
O 1.63 -1.68 5.17 -0.25
P 2.81 -2.48 5.97 0.44
O 2.78 -2.06 7.40 -0.24
O 4.08 -2.01 5.15 -0.25
C 4.38 -0.65 5.00 -0.11
O 2.52 -4.05 5.62 -0.21
C 3.59 -4.84 5.10 -0.12
H 0.64 -1.32 3.29 0.09
H 0.88 -2.99 3.57 0.08
H 2.38 -1.98 3.40 0.08
H 4.69 -0.31 4.01 0.10
H 5.20 -0.33 5.65 0.09
H 3.55 -0.09 5.45 0.09
H 3.38 -4.88 4.03 0.09
H 3.90 -5.85 5.36 0.09
H 4.51 -4.29 5.27 0.07
```

=====

Which formula does entry 2 have? C27H33FO12P

=====

Number 2 is which compound? C27H33FO12P

=====

Copy entry 2 word for word.
Below is a 6-piece molecular cluster, C27H33FO12P overall at a distorted geometry, with properties calculated with wB97M-V/def2-TZVPD.

Computed properties:
Net charge: -1
Highest occupied orbital energy: -3.5 eV
HOMO-LUMO gap: 5.327 eV

XYZ file:
```
74
Properties=species:S:1:pos:R:3:lowdin_charge:R:1
F -1.74 2.62 -2.04 -1.00
C 4.51 -3.30 -1.78 -0.03
C 3.51 -2.96 -2.68 -0.01
C 3.21 -3.80 -3.72 -0.32
C 4.04 -5.00 -3.86 0.01
C 4.96 -5.30 -2.87 -0.05
C 5.25 -4.41 -1.87 -0.39
O 6.22 -4.68 -0.98 0.06
O 2.35 -3.48 -4.70 0.05
H 4.80 -2.75 -0.90 0.13
H 2.78 -2.18 -2.57 0.12
H 3.90 -5.86 -4.49 0.10
H 5.51 -6.22 -2.98 0.11
H 6.66 -5.51 -1.21 0.10
H 1.67 -2.85 -4.45 0.11
C -4.93 4.35 4.30 -0.02
C -6.11 4.57 5.09 0.03
C -6.23 5.87 5.68 -0.37
C -5.29 6.84 5.40 -0.02
C -4.09 6.56 4.69 0.00
C -4.00 5.33 4.06 -0.32
O -2.95 5.34 3.12 0.02
O -7.35 6.15 6.37 0.02
H -4.81 3.51 3.62 0.11
H -6.85 3.79 5.23 0.10
H -5.40 7.80 5.89 0.11
H -3.32 7.32 4.65 0.11
H -3.21 4.80 2.37 0.10
H -8.00 6.72 5.96 0.11
C -4.52 -4.95 -1.63 -0.02
C -5.25 -5.81 -0.74 0.02
C -6.55 -5.47 -0.28 -0.36
C -7.12 -4.30 -0.79 -0.03
C -6.36 -3.43 -1.57 -0.01
C -5.04 -3.74 -1.89 -0.32
O -4.21 -2.83 -2.60 0.01
O -7.25 -6.25 0.54 0.07
H -3.47 -5.09 -1.86 0.12
H -4.94 -6.75 -0.30 0.10
H -8.11 -3.97 -0.50 0.11
H -6.73 -2.46 -1.88 0.12
H -4.25 -1.96 -2.19 0.10
H -8.10 -5.80 0.53 0.10
C 3.21 4.46 -6.37 -0.03
C 3.41 4.95 -7.65 -0.03
C 3.37 6.34 -7.90 -0.34
C 3.35 7.27 -6.87 -0.03
C 3.30 6.75 -5.60 0.00
C 3.11 5.36 -5.34 -0.34
O 2.93 4.93 -4.08 0.04
O 3.45 6.89 -9.13 0.04
H 2.99 3.40 -6.32 0.12
H 3.39 4.28 -8.50 0.11
H 3.46 8.32 -7.09 0.12
H 3.34 7.49 -4.82 0.11
H 2.04 4.63 -3.86 0.12
H 3.18 6.30 -9.83 0.10
C 1.35 -2.02 3.74 -0.04
O 1.63 -1.68 5.17 -0.25
P 2.81 -2.48 5.97 0.44
O 2.78 -2.06 7.40 -0.24
O 4.08 -2.01 5.15 -0.25
C 4.38 -0.65 5.00 -0.11
O 2.52 -4.05 5.62 -0.21
C 3.59 -4.84 5.10 -0.12
H 0.64 -1.32 3.29 0.09
H 0.88 -2.99 3.57 0.08
H 2.38 -1.98 3.40 0.08
H 4.69 -0.31 4.01 0.10
H 5.20 -0.33 5.65 0.09
H 3.55 -0.09 5.45 0.09
H 3.38 -4.88 4.03 0.09
H 3.90 -5.85 5.36 0.09
H 4.51 -4.29 5.27 0.07
```

=====

Please write out number 2 again, unchanged.
Below is a 6-piece molecular cluster, C27H33FO12P overall at a distorted geometry, with properties calculated with wB97M-V/def2-TZVPD.

Computed properties:
Net charge: -1
Highest occupied orbital energy: -3.5 eV
HOMO-LUMO gap: 5.327 eV

XYZ file:
```
74
Properties=species:S:1:pos:R:3:lowdin_charge:R:1
F -1.74 2.62 -2.04 -1.00
C 4.51 -3.30 -1.78 -0.03
C 3.51 -2.96 -2.68 -0.01
C 3.21 -3.80 -3.72 -0.32
C 4.04 -5.00 -3.86 0.01
C 4.96 -5.30 -2.87 -0.05
C 5.25 -4.41 -1.87 -0.39
O 6.22 -4.68 -0.98 0.06
O 2.35 -3.48 -4.70 0.05
H 4.80 -2.75 -0.90 0.13
H 2.78 -2.18 -2.57 0.12
H 3.90 -5.86 -4.49 0.10
H 5.51 -6.22 -2.98 0.11
H 6.66 -5.51 -1.21 0.10
H 1.67 -2.85 -4.45 0.11
C -4.93 4.35 4.30 -0.02
C -6.11 4.57 5.09 0.03
C -6.23 5.87 5.68 -0.37
C -5.29 6.84 5.40 -0.02
C -4.09 6.56 4.69 0.00
C -4.00 5.33 4.06 -0.32
O -2.95 5.34 3.12 0.02
O -7.35 6.15 6.37 0.02
H -4.81 3.51 3.62 0.11
H -6.85 3.79 5.23 0.10
H -5.40 7.80 5.89 0.11
H -3.32 7.32 4.65 0.11
H -3.21 4.80 2.37 0.10
H -8.00 6.72 5.96 0.11
C -4.52 -4.95 -1.63 -0.02
C -5.25 -5.81 -0.74 0.02
C -6.55 -5.47 -0.28 -0.36
C -7.12 -4.30 -0.79 -0.03
C -6.36 -3.43 -1.57 -0.01
C -5.04 -3.74 -1.89 -0.32
O -4.21 -2.83 -2.60 0.01
O -7.25 -6.25 0.54 0.07
H -3.47 -5.09 -1.86 0.12
H -4.94 -6.75 -0.30 0.10
H -8.11 -3.97 -0.50 0.11
H -6.73 -2.46 -1.88 0.12
H -4.25 -1.96 -2.19 0.10
H -8.10 -5.80 0.53 0.10
C 3.21 4.46 -6.37 -0.03
C 3.41 4.95 -7.65 -0.03
C 3.37 6.34 -7.90 -0.34
C 3.35 7.27 -6.87 -0.03
C 3.30 6.75 -5.60 0.00
C 3.11 5.36 -5.34 -0.34
O 2.93 4.93 -4.08 0.04
O 3.45 6.89 -9.13 0.04
H 2.99 3.40 -6.32 0.12
H 3.39 4.28 -8.50 0.11
H 3.46 8.32 -7.09 0.12
H 3.34 7.49 -4.82 0.11
H 2.04 4.63 -3.86 0.12
H 3.18 6.30 -9.83 0.10
C 1.35 -2.02 3.74 -0.04
O 1.63 -1.68 5.17 -0.25
P 2.81 -2.48 5.97 0.44
O 2.78 -2.06 7.40 -0.24
O 4.08 -2.01 5.15 -0.25
C 4.38 -0.65 5.00 -0.11
O 2.52 -4.05 5.62 -0.21
C 3.59 -4.84 5.10 -0.12
H 0.64 -1.32 3.29 0.09
H 0.88 -2.99 3.57 0.08
H 2.38 -1.98 3.40 0.08
H 4.69 -0.31 4.01 0.10
H 5.20 -0.33 5.65 0.09
H 3.55 -0.09 5.45 0.09
H 3.38 -4.88 4.03 0.09
H 3.90 -5.85 5.36 0.09
H 4.51 -4.29 5.27 0.07
```